1.
Computed, not measured: C34H53BN10O2PS2Se4SiY as an isolated structure, with the ωB97M-V functional and the def2-TZVPD basis.

The total energy is -357065.70269 eV. The net charge is -2. The spin multiplicity is 1. The gap between HOMO and LUMO is 5.73 eV.

Last column: Löwdin charge in e.
Element x y z (Å)
Y 0.558 0.114 -0.887  0.9223
C -0.451 -4.092 0.846  -0.0426
C -0.501 -2.703 0.715  -0.1937
N 0.482 -2.257 -0.051  -0.0290
N 1.210 -3.347 -0.415  0.0330
C 0.659 -4.456 0.109  -0.0649
B 2.448 -3.103 -1.298  -0.6409
N 3.350 -2.092 -0.548  0.0141
C 4.492 -2.351 0.123  -0.0855
C 4.809 -1.254 0.886  -0.0487
C 3.768 -0.352 0.637  -0.1699
N 2.891 -0.859 -0.216  -0.0209
N 1.950 -2.583 -2.668  0.0299
C 2.166 -3.124 -3.885  -0.0636
C 1.303 -2.543 -4.783  -0.0387
C 0.560 -1.650 -4.006  -0.2090
N 0.952 -1.677 -2.739  -0.0515
N 3.320 -4.346 -1.566  -0.0212
C 4.525 -4.302 -2.179  -0.1366
C 4.966 -5.593 -2.356  -0.0768
C 3.935 -6.374 -1.805  -0.1721
N 2.953 -5.624 -1.335  0.0718
H -1.115 -4.731 1.400  0.0915
H -1.189 -1.981 1.121  0.0323
H 1.109 -5.415 -0.076  0.0909
H 4.991 -3.299 0.027  0.1105
H 5.659 -1.123 1.533  0.0861
H 3.597 0.621 1.054  0.0050
H 2.894 -3.901 -4.036  0.1103
H 1.218 -2.732 -5.838  0.0919
H -0.233 -0.991 -4.316  0.0734
H 4.972 -3.359 -2.449  0.1337
H 5.887 -5.916 -2.810  0.0820
H 3.865 -7.448 -1.727  0.0904
C 4.950 3.743 3.535  -0.0941
C 4.249 2.931 2.465  -0.4000
O 3.554 3.814 1.606  -0.4059
P 3.065 3.133 0.146  0.5296
S 2.374 1.132 -2.692  -0.0847
S 1.435 2.020 0.789  0.2004
O 2.320 4.481 -0.415  -0.4237
C 3.153 5.364 -1.178  -0.3415
C 2.855 5.254 -2.656  -0.1067
H 5.480 3.087 4.230  0.0659
H 4.222 4.329 4.097  0.0722
H 5.667 4.431 3.085  0.0688
H 3.544 2.224 2.917  0.0936
H 4.983 2.343 1.894  0.0943
H 4.209 5.148 -0.980  0.0885
H 2.951 6.373 -0.806  0.1076
H 3.057 4.247 -3.020  0.0327
H 3.472 5.959 -3.221  0.0714
H 1.807 5.472 -2.858  0.0612
Se -0.150 2.949 -2.521  -0.1024
Se -2.181 3.597 -3.410  -0.1306
Se 1.918 2.929 -5.771  -0.1082
Se 0.872 1.679 -4.248  -0.2516
N -3.752 -4.895 -3.041  0.1428
C -3.448 -3.788 -2.972  -0.1813
C -3.096 -2.398 -2.890  -0.2068
C -3.895 -1.432 -3.510  -0.0085
C -3.522 -0.115 -3.398  -0.0262
C -2.380 0.196 -2.661  -0.1861
N -1.606 -0.728 -2.095  -0.0021
C -1.953 -2.013 -2.210  -0.1021
H -4.782 -1.730 -4.053  0.1194
H -4.077 0.700 -3.840  0.1065
H -2.112 1.239 -2.532  -0.0692
H -1.304 -2.751 -1.763  0.1099
C -1.681 3.521 1.000  -0.1531
C -2.800 2.544 1.381  -0.6339
C -3.794 2.612 0.207  -0.1368
C -3.503 3.142 2.614  -0.1120
Si -2.138 0.677 1.492  0.8397
C -1.456 0.419 3.367  -0.6365
C -0.598 1.625 3.775  -0.1360
C -0.505 -0.785 3.425  -0.1435
C -2.490 0.230 4.483  -0.1221
C -3.862 -0.400 1.451  -0.6078
C -5.043 0.147 2.268  -0.1198
C -3.631 -1.842 1.938  -0.1259
C -4.388 -0.564 0.017  -0.1275
H -2.102 4.533 0.920  0.0835
H -1.246 3.275 0.032  -0.0016
H -0.862 3.550 1.715  0.0392
H -3.957 3.661 -0.071  0.0785
H -4.767 2.185 0.457  0.0481
H -3.420 2.119 -0.695  0.0416
H -4.100 4.010 2.299  0.0756
H -2.787 3.509 3.352  0.0578
H -4.175 2.456 3.127  0.0422
H 0.196 1.836 3.062  -0.0056
H -0.124 1.411 4.746  0.0743
H -1.186 2.533 3.895  0.0514
H 0.294 -0.706 2.683  0.0572
H -1.014 -1.741 3.270  0.0525
H -0.031 -0.836 4.416  0.0744
H -3.167 1.082 4.568  0.0595
H -1.966 0.134 5.447  0.0726
H -3.096 -0.669 4.359  0.0511
H -4.833 0.226 3.335  0.0541
H -5.900 -0.535 2.155  0.0726
H -5.366 1.127 1.919  0.0506
H -3.102 -1.915 2.888  0.0460
H -3.086 -2.433 1.200  0.0538
H -4.602 -2.342 2.065  0.0756
H -4.818 0.348 -0.395  0.0606
H -5.172 -1.336 0.000  0.0818
H -3.596 -0.887 -0.653  0.0314



2.
Computed, not measured: C34H53BrCoN6O4P2 as an isolated structure at a distorted geometry, with the ωB97M-V functional and the def2-TZVPD basis.

The total energy is -179495.38442 eV. The net charge is +1. The spin multiplicity is 1. The gap between HOMO and LUMO (alpha / beta) is 6.53 / 6.53 eV.

Last column: Löwdin charge in e.
Element x y z (Å)
Co 0.354 -1.194 0.182  0.5285
C -6.115 1.240 3.269  -0.0689
C -6.147 1.122 1.745  -0.5586
C -6.454 2.509 1.162  -0.0475
C -7.269 0.149 1.350  -0.0416
C -4.818 0.601 1.191  -0.1676
C -3.807 0.133 2.008  -0.0757
C -2.635 -0.334 1.432  -0.5044
Br -1.268 -0.991 2.591  0.9481
C -2.402 -0.365 0.065  -0.3311
O -1.260 -0.810 -0.460  -0.2102
C -3.442 0.070 -0.786  -0.0728
C -4.603 0.545 -0.191  0.0298
C -3.288 0.010 -2.314  -0.5243
C -3.003 -1.433 -2.765  -0.0320
C -2.146 0.936 -2.759  -0.0343
C -4.560 0.467 -3.032  -0.0679
H -7.034 1.715 3.616  0.0872
H -5.276 1.851 3.609  0.0877
H -6.050 0.260 3.750  0.0868
H -7.393 2.886 1.577  0.0867
H -6.560 2.484 0.076  0.0764
H -5.661 3.219 1.410  0.0916
H -8.225 0.481 1.765  0.0882
H -7.060 -0.855 1.730  0.0909
H -7.375 0.086 0.265  0.0815
H -3.910 0.118 3.084  0.0950
H -5.402 0.884 -0.838  0.0966
H -2.060 -1.802 -2.370  0.0627
H -2.962 -1.473 -3.858  0.0868
H -3.801 -2.102 -2.433  0.0956
H -1.204 0.637 -2.308  0.0462
H -2.360 1.971 -2.476  0.0929
H -2.037 0.897 -3.847  0.0917
H -5.426 -0.138 -2.752  0.0904
H -4.416 0.359 -4.108  0.0879
H -4.789 1.517 -2.832  0.0883
C 2.813 1.439 -4.360  -0.0691
C 2.036 1.828 -3.282  -0.0703
C 1.496 0.875 -2.424  -0.0439
C 1.721 -0.467 -2.669  -0.2252
C 2.492 -0.867 -3.757  -0.0343
C 3.043 0.087 -4.592  -0.0614
N 1.104 -1.415 -1.765  0.0567
N 1.106 -2.582 -2.179  0.1453
C 0.524 -3.489 -1.273  -0.2598
C 0.435 -4.825 -1.643  -0.0061
C -0.112 -5.731 -0.752  -0.0658
C -0.549 -5.288 0.493  -0.0516
C -0.458 -3.943 0.856  -0.0723
C 0.077 -3.043 -0.041  -0.1176
H 3.230 2.183 -5.026  0.1118
H 1.837 2.879 -3.122  0.0991
H 0.876 1.159 -1.581  0.0869
H 2.636 -1.921 -3.942  0.1071
H 3.642 -0.225 -5.438  0.1133
H 0.792 -5.127 -2.622  0.1192
H -0.203 -6.774 -1.025  0.1093
H -0.970 -5.997 1.196  0.1120
H -0.818 -3.621 1.823  0.0576
C 4.489 -2.304 -1.108  -0.0619
N 4.262 -0.970 -0.540  -0.2746
C 4.797 0.183 -1.272  -0.0540
P 3.439 -0.883 0.843  0.4914
O 2.119 -1.582 0.888  -0.2816
O 3.274 0.701 1.025  -0.2341
P 1.912 1.583 1.227  0.5035
O 0.723 0.804 0.785  -0.2940
N 1.868 1.973 2.797  -0.2768
C 1.582 0.932 3.785  -0.0941
C 2.409 3.212 3.349  -0.0672
N 2.190 2.918 0.355  -0.2940
C 1.050 3.726 -0.088  -0.0648
C 3.511 3.525 0.175  -0.0780
N 4.363 -1.499 2.032  -0.2755
C 3.767 -1.988 3.279  -0.0735
C 5.735 -1.004 2.177  -0.0727
H 5.556 -2.468 -1.267  0.0930
H 3.967 -2.410 -2.061  0.0667
H 4.122 -3.075 -0.431  0.0898
H 5.583 -0.180 -1.934  0.0986
H 5.239 0.914 -0.595  0.0772
H 4.035 0.676 -1.878  0.0588
H 1.436 -0.031 3.297  0.0321
H 0.674 1.167 4.340  0.0905
H 2.416 0.849 4.487  0.0888
H 2.400 4.004 2.606  0.0678
H 3.429 3.079 3.720  0.0936
H 1.780 3.531 4.180  0.0960
H 0.117 3.190 0.073  0.0884
H 1.145 3.951 -1.148  0.0776
H 1.013 4.669 0.461  0.0915
H 4.288 2.927 0.648  0.0770
H 3.533 4.527 0.609  0.0880
H 3.742 3.606 -0.890  0.0896
H 2.744 -2.311 3.106  0.0786
H 3.780 -1.218 4.056  0.0803
H 4.342 -2.844 3.635  0.0939
H 6.184 -0.826 1.202  0.0797
H 6.330 -1.760 2.690  0.0930
H 5.771 -0.079 2.763  0.0904